53
Properties=species:S:1:pos:R:3:lowdin_spin:R:1 method="wB97M-V/def2-TZVPD" total_energy_ha=-1491.682968 homo_lumo_gap_ev="9.28 / 4.81" total_charge=+1 spin_multiplicity=2 max_force_ev_per_a=3.71
H -0.309 3.086 -0.084 0.00
H 3.044 2.907 2.043 0.00
H -2.075 -2.221 -2.402 0.00
O 2.977 -1.661 -2.483 0.00
C -0.136 0.942 0.226 0.08
H -0.663 -1.608 -3.299 0.00
H 0.379 -0.904 -0.428 0.02
H 0.535 -3.753 2.287 0.00
H 2.148 3.597 -0.386 0.00
H 4.292 -0.808 -1.185 0.00
N -0.135 -0.097 -0.727 0.64
H -3.144 0.444 2.378 0.00
O -0.140 -3.163 2.691 0.00
C 0.452 2.274 -0.286 0.05
H 2.679 -2.386 0.502 0.00
H -1.060 0.741 2.503 0.00
H -2.594 -0.742 1.532 0.00
H -2.026 1.982 -2.425 0.00
C -1.104 -1.648 -2.246 0.00
O -2.615 -2.401 2.321 0.00
H 3.481 0.517 -1.450 0.00
H -0.782 1.640 3.651 0.00
O 2.141 -0.399 2.689 0.00
H -2.243 -0.440 -0.815 0.03
O -2.988 2.122 -2.332 0.00
H 0.039 -2.248 2.724 0.00
H -1.262 1.143 0.487 0.02
H 0.278 0.669 1.164 0.01
H 1.807 -1.504 1.483 0.00
H -2.995 2.521 -1.451 0.00
S 1.819 3.451 1.922 0.01
H 2.315 -0.988 -2.325 0.00
O -0.505 0.781 3.307 0.00
H -4.186 0.206 -1.761 0.00
H -1.372 0.519 -2.075 0.02
H -0.594 -2.448 -1.637 0.00
H -2.421 -2.043 3.180 0.00
C 1.813 2.783 0.194 0.01
O 1.698 -2.268 0.891 0.00
H 1.068 2.263 -3.756 0.00
H 2.567 -2.346 -2.990 0.00
O 3.722 -0.110 -0.772 0.00
H 2.738 2.178 0.165 0.00
H 0.630 2.114 -1.347 0.00
C -1.371 -0.359 -1.489 0.07
O -4.352 -0.708 -1.454 0.01
H 1.494 1.259 -2.718 0.00
O -2.808 0.197 1.473 0.01
H -1.809 -2.787 1.914 0.00
H -4.389 -0.684 -0.457 0.00
H 1.402 -0.631 3.303 0.00
O 1.653 1.570 -3.585 0.00
H 2.907 -0.551 3.337 0.00